(1)
Density functional theory data (ωB97M-V/def2-TZVPD) for C25H23IrN11O2PS4 as an isolated structure.

The geometry in ORCA input format:
```
! RIJCOSX wB97M-V def2-TZVPD def2/J DEFGRID3
* xyz 1 2
S 2.7590 -0.6073 2.0628
N -0.4870 1.4983 -1.1786
H 4.5628 -0.1041 -1.0391
H -1.9630 1.7123 2.5188
C 2.1399 -0.7316 -4.8308
H -2.0175 1.7548 -2.6669
H 3.7136 3.0275 2.1341
H -3.2098 0.4878 1.3229
H 4.4500 4.6498 -0.8828
C 0.2471 -0.6178 -6.3522
Ir 1.1473 0.5037 -2.1158
H -1.3327 3.3610 2.2862
H -6.3217 -2.3904 4.6934
H 5.1114 -0.8714 1.4331
N 2.0762 2.4878 -1.4972
C -2.0026 2.6002 1.8904
C 3.3646 3.8884 1.5670
C 4.1362 -0.6070 1.0590
N 2.5805 0.0875 -0.4707
H -3.0160 2.9930 1.8836
P 1.0354 1.6811 1.0718
C 2.0541 2.6165 -0.1643
C 2.8954 -1.5297 -5.7485
C -3.5488 -0.4282 1.7849
H 0.2612 -4.1718 1.7109
C -1.7249 1.8614 -1.6384
H -6.3277 -0.6760 4.6328
C -3.5257 -2.8285 1.8814
H -3.1494 -3.7744 1.5155
H 1.6540 -3.3373 2.4831
C 3.0529 3.2963 -1.9779
H 2.5042 4.3285 2.0653
O -2.4002 -0.9743 -1.0848
N -1.6388 2.2591 0.5213
C 1.4042 -3.2970 -0.4470
C 0.7528 -3.2196 1.8869
C 1.7062 -0.0884 0.6392
S -0.0519 0.6662 -4.0006
H -4.8943 0.5642 3.1168
C -4.5008 -0.3869 2.7794
H 1.6475 -4.3505 -0.4344
N 3.5114 -2.2011 -6.4487
H -4.8646 -3.7234 3.2853
H 3.2633 3.3675 -3.0307
C 0.6033 -1.1531 0.1958
N -5.9227 -1.5432 4.3357
C -4.4861 -2.7964 2.8735
N 1.0935 -2.6332 0.5915
N 3.0182 3.4947 0.2055
C 0.8894 -0.3128 -5.1093
N 0.8724 -1.2855 -1.3171
C -2.4478 2.3357 -0.5855
H 0.0568 -2.5320 2.3647
H 4.1600 4.6261 1.5126
C 3.6473 3.9350 -0.9245
S -1.8758 -1.6803 0.0500
N -0.6100 -0.8736 0.6879
C -0.4755 1.7188 0.1169
N -0.2948 -0.8477 -7.3385
H -3.4454 2.7336 -0.5336
C 3.8323 -0.2008 -0.2458
O -1.5090 -3.0750 -0.1653
C 1.3250 -2.4289 -1.6448
H 1.6042 -2.7023 -2.6498
S 2.9421 -0.3341 -3.3224
C -4.9854 -1.5773 3.3461
C -3.0458 -1.6443 1.3399
*
```

<S²>   0.7657
ΔE to the lowest compared entry with this formula, charge and spin   3.243 eV
Molar mass   860.993 g mol⁻¹
Largest force on an atom   2.74 eV/Å

(2)
Density functional theory data (ωB97M-V/def2-TZVPD) for a 2-piece molecular cluster, C25H26N3 overall.

The geometry in ORCA input format:
```
! RIJCOSX wB97M-V def2-TZVPD def2/J DEFGRID3
* xyz 1 1
C 4.9788 4.6704 -0.6502
H 0.2697 -5.2989 0.3471
C -0.8964 -2.4206 -0.8745
H 2.3625 5.7110 -0.2247
H -0.2489 2.2494 -1.5961
H -3.6714 -6.1489 -0.4715
H -3.2841 -6.7755 1.1694
C 1.5226 3.6518 0.0732
H 5.1711 5.3754 0.1682
H 2.4844 -0.8523 0.9717
H -0.5490 -4.8798 -1.1445
H -4.5026 1.9204 -0.8917
C 4.5199 1.6352 -0.2872
C 2.2029 2.3727 -0.0552
C 1.8186 1.1285 0.3962
C -0.7289 -5.2036 -0.1105
C -1.5486 -6.4885 -0.1232
H -0.5286 -0.7347 -2.1365
C 3.5484 2.6290 -0.3942
C -1.1514 2.5240 -1.0455
H -2.4611 1.2684 -2.1905
C -1.0852 -0.5617 1.1192
H 5.5532 1.8332 -0.5707
H -1.0731 -7.2132 0.5418
C -0.7419 -1.0546 -1.1136
C -3.5393 2.3787 -0.6603
H -1.0608 0.2056 1.9008
C 2.7756 0.1191 0.5559
C -2.9592 -6.1115 0.3637
H 5.7613 3.9062 -0.6616
H -1.6330 -2.1777 2.4644
H -2.1368 4.8125 1.2978
N -0.8023 -0.1432 -0.1260
H 0.7667 1.0064 0.6353
H -3.1510 -4.5636 1.9318
N 3.7017 4.0194 -0.4464
C -3.4596 3.4267 0.2844
C 4.1166 0.3780 0.2068
C -1.0214 3.4321 0.0400
H 4.8541 -0.4179 0.3383
C -2.2261 3.9686 0.6028
C 0.2207 3.8527 0.5770
H -4.3760 3.8132 0.7550
C -1.2325 -2.8644 0.4238
H -3.6078 -4.0179 0.3161
C -1.3655 -1.8923 1.4461
N -1.5307 -4.2074 0.6113
C -2.8954 -4.6545 0.8664
H -1.5686 -6.8672 -1.1492
H 0.1252 4.5432 1.4186
C -2.3863 1.9892 -1.3692
C 2.5086 4.6351 -0.1986
H 4.9872 5.1978 -1.6132
H -0.8264 -3.1039 -1.7181
*
```

ΔE to the lowest compared entry with this formula, charge and spin   0.000 eV
Molar mass   368.504 g mol⁻¹
Largest force on an atom   1.83 eV/Å

(3)
Density functional theory data (ωB97M-V/def2-TZVPD) for a 3-piece molecular cluster, C3H10O4 overall.

The geometry in ORCA input format:
```
! RIJCOSX wB97M-V def2-TZVPD def2/J DEFGRID3
* xyz 0 1
C -0.5441 0.2485 -0.0006
H 1.0592 -1.1038 0.1100
H 1.3996 1.7880 1.0684
H -5.1105 -0.8761 -0.1671
H -4.2081 0.3978 -0.2135
C 1.6242 0.7756 1.3681
O 3.1850 -1.0339 -2.8043
H 2.6954 0.6067 1.4430
H 3.7190 -1.7295 -3.2164
C 0.7012 -0.2787 0.7398
O -4.7319 -0.1760 0.3383
H -1.6209 1.7788 0.2367
H 2.4633 -1.5194 -2.3838
H 1.1672 0.8382 2.3706
H 0.2552 -0.8763 1.5350
O -0.6759 1.5635 0.1576
O -1.3779 -0.4035 -0.5816
*
```

SMILES   CCC(=O)O.O.O
ΔE to the lowest compared entry with this formula, charge and spin   0.916 eV
Molar mass   110.109 g mol⁻¹
Largest force on an atom   1.82 eV/Å

(4)
Density functional theory data (ωB97M-V/def2-TZVPD) for a 9-piece molecular cluster, C33H63N3O35PS8Si overall.

The geometry in ORCA input format:
```
! RIJCOSX wB97M-V def2-TZVPD def2/J DEFGRID3
* xyz 1 1
O -3.4073 -1.3213 5.5968
H -1.3635 -0.2508 4.0894
S -8.7279 0.2970 6.3184
H -7.9526 -0.7975 -3.4443
C -11.9936 0.7856 -1.6267
O 9.2931 -0.3794 3.3447
H -6.4475 -1.7460 -3.6083
C -4.4229 3.6754 -0.9643
S 7.8283 -0.7090 3.9521
O -9.6467 1.2760 6.7865
H -7.3566 -1.4533 8.8984
H 1.0126 1.7206 -2.4136
C -7.3493 -1.0778 7.8760
H -6.3884 -1.0560 -1.2724
N 2.7107 1.7756 0.4312
C -3.4631 -0.2775 4.6224
H -6.8415 -1.7981 7.2291
H 4.4117 3.5927 2.6044
O -7.2269 0.8504 6.5586
H 6.9116 6.0080 -4.9912
C 9.0423 -2.6925 3.0769
H -2.1731 -2.4500 -0.2240
C -6.3876 -0.2689 -2.0249
O 7.9738 2.9938 -5.7490
C 3.5079 -7.0317 -6.2691
H -5.2389 5.6029 -0.4030
N 2.2365 4.0628 1.5032
H -4.2307 0.4362 4.9347
C -5.4514 4.5402 -0.2616
H 2.5206 4.7484 0.7958
H 1.6854 3.1374 -0.7964
S 6.7707 3.1400 -6.8219
H 6.2435 -0.8950 -1.4330
O -1.4490 -1.9125 6.9764
O -9.5477 0.0094 -3.6177
H 4.8790 -1.7884 -0.5156
H 0.3705 3.8440 2.5764
H -0.6340 2.6598 0.2576
H 2.6562 -2.9965 -2.4840
H -5.6241 0.2477 7.7456
H -0.0619 0.7784 -1.3163
H 3.9074 -3.3438 -3.7540
H 9.4315 -3.6667 3.3684
C -0.1643 -3.0323 0.7026
H -2.0898 1.3690 4.2533
C 0.7650 3.8072 1.5116
H 1.0498 1.4486 2.6597
C 1.0191 -2.5358 1.4647
O -9.6861 1.1336 -1.4262
C 3.0363 2.8702 1.2920
H -12.9762 1.1823 -1.3770
H 6.1781 -1.0504 -4.3113
H 8.6340 4.1280 -4.1359
H 2.1652 -0.6254 -0.6716
O -9.5681 2.5036 -3.4793
O -1.6957 0.3542 6.0235
O -8.7966 -0.2586 5.0098
C 5.4204 -1.6804 -1.5032
H -0.2788 -4.1206 0.4341
C -1.2588 -2.0753 0.3252
O -11.5936 1.2104 -2.9327
H 10.6098 -1.7012 4.1999
H 8.8979 4.8234 -5.7542
H -10.8717 0.7479 0.2393
H -3.7193 -0.6777 3.6427
O -6.3330 0.1767 -4.3238
O -3.8655 0.2011 -4.4144
C 8.2024 4.2589 -5.1271
H -2.0322 0.0863 0.4304
C -1.2000 -0.6220 0.6841
H -6.9959 0.5698 -1.6734
O -8.6854 -0.9099 7.3939
C 1.9974 -0.0821 -1.6665
Si 4.1665 -1.0520 -2.7963
H 3.7018 -6.0001 -6.5746
O -3.8105 2.4763 1.9896
H 5.5654 0.6376 -4.1485
O 7.7948 -0.2989 5.3113
H 3.1454 -7.6000 -7.1248
P 5.4088 1.5126 1.8585
O -5.1320 2.2311 -3.6805
O 6.2073 4.5694 -6.3130
O -3.1915 -0.3495 7.8578
S -3.7874 3.7912 1.4338
H 4.6432 -8.7471 -5.5846
H 1.9352 -0.7075 2.4179
O -5.3069 4.2374 1.1301
H 2.6351 0.8840 0.9373
H -11.0376 2.3641 -0.4895
H 1.8722 -4.2409 2.6943
C 10.0609 -1.5821 3.2623
C 3.1744 -2.5574 -3.4028
O 2.8679 -8.0391 -3.0169
C -2.0845 0.3535 4.6481
H -7.0302 0.9394 8.5980
H -4.7713 2.6442 -1.0572
H 1.3863 -0.8189 -2.2894
C -6.8612 -0.7600 -3.3781
H -4.1604 4.0577 -1.9487
H 2.4116 -2.2731 -4.1820
O 3.1484 -5.5757 -3.3154
H -6.4660 4.3274 -0.5957
H 4.8831 0.3298 0.1128
C 1.0015 1.1493 -1.4264
H 6.2329 4.5308 -4.2622
H 3.0741 -2.8933 2.3580
C -10.9080 1.2996 -0.6994
C 0.1736 1.3678 1.9375
O 3.2208 0.2979 -2.3028
H 8.6892 -2.7371 2.0429
O 5.6209 0.9682 0.2762
S -9.9817 1.2285 -3.0141
H 2.5612 -4.0318 1.0182
C 1.4622 2.1474 -0.2778
O 7.9379 -2.3212 3.9057
C 6.8389 4.9248 -5.0828
C 5.2151 -0.4357 -4.2941
H 5.9006 -2.6539 -1.8442
C -0.0326 -0.1028 1.4414
O -3.2825 3.6817 -0.0976
N 4.1862 2.8171 1.9649
S -4.9652 0.8135 -3.7547
H -12.0318 -0.3071 -1.6238
H 0.2623 4.6704 0.9654
H 4.6880 -0.6021 -5.2745
O 2.5265 -7.0118 -5.2301
H -0.7581 1.6500 2.5228
C 4.7390 -7.6595 -5.6419
O 6.8395 -0.2961 2.9980
H 10.7668 -1.5275 2.4344
O 5.0972 0.2594 2.9485
H 4.2151 -0.1415 2.7644
C 2.1933 -3.4687 1.9302
S 3.2579 -6.9131 -3.7921
C 1.0550 -1.0897 1.8083
C -6.7143 0.2954 7.7728
C 0.3437 2.4542 0.7957
H 5.6535 -7.4048 -6.1752
O 5.7982 2.1412 -6.5440
O 4.7728 -7.1478 -4.3074
O 7.3400 3.3212 -8.1112
O -5.0593 0.2129 -2.2527
O -3.1066 4.8760 2.0529
S -2.4067 -0.8811 6.7892
*
```

DFT total energy   -215208.3103 eV
Molar mass   1377.449 g mol⁻¹
Largest force on an atom   9.06 eV/Å

(5)
Density functional theory data (ωB97M-V/def2-TZVPD) for C29H43F4N7OPRb as an isolated structure.

The geometry in ORCA input format:
```
! RIJCOSX wB97M-V def2-TZVPD def2/J DEFGRID3
* xyz -2 1
Rb 0.0000 0.0000 0.0000
H 2.2360 1.4241 -3.0074
H -1.4066 -3.0044 -2.2113
H -2.5872 -1.4894 -5.3755
H -1.9374 -1.5442 -1.3552
N 0.3532 11.4633 1.6054
C -1.4757 7.1954 -0.0282
H -0.0746 0.6127 3.2910
N 2.7407 0.0000 0.1933
C 1.2333 7.2783 -0.8532
H 1.4364 0.1055 -7.0666
H 2.7026 -1.4813 2.0724
H 0.9085 -2.0286 -6.6195
C -2.3679 9.3574 1.6955
C 2.6233 4.6986 -0.9027
H 1.3681 -2.7929 -4.2378
H -0.0484 -3.8086 -4.3265
F 2.4280 7.3265 -1.4730
H -2.2123 0.2271 -6.6185
C -0.1616 -2.0295 -6.4055
H -2.2344 -1.7871 -3.6585
N 0.0000 0.0000 -2.7705
C -1.9784 -2.6405 1.2018
C 0.5549 5.9829 -0.6757
C -0.4499 -1.7291 -4.9253
C 0.6631 8.4135 -0.4126
H 1.3024 1.8017 -6.6191
H -0.6277 -1.2968 -7.0665
C 2.8780 -0.3878 1.9096
H 1.7344 2.5807 -4.2364
C -1.9107 -2.6407 -1.3068
H 0.1169 -2.6482 -3.0076
H -3.0166 -2.9932 1.1873
C -1.2215 -3.1575 -0.0329
F -1.6748 4.9983 -0.7593
H 3.2910 -0.6128 -0.0745
H -2.1696 -3.0978 -4.8387
H -3.1018 0.2116 -4.2353
C -1.9438 -2.0355 -4.6841
O 0.0000 -2.6541 0.0000
H 3.3226 1.8625 -4.3268
C 2.2755 1.6503 -4.0776
H -2.0077 -1.5439 1.2485
H -1.5977 3.4279 -4.8395
H 2.2215 0.1789 3.9375
H -2.9481 -2.9934 -1.3483
H -3.2743 1.9460 -4.3267
C -1.6773 1.1542 -6.4052
F 1.2923 9.5893 -0.6041
H -0.4297 2.8291 -3.6595
N 0.1933 0.0000 2.7407
H -2.5719 0.0000 0.0000
H 0.4284 -0.9843 2.9882
H -1.3631 -4.2476 -0.0367
C 1.9095 0.3878 2.8780
N 0.0000 2.6238 0.0000
F -2.8149 7.2531 0.1039
P 0.0000 0.0000 -4.4277
H -2.3509 1.2253 -3.0070
C -2.5667 1.1457 -4.0772
N 3.7675 4.6087 -1.0696
C -1.1057 9.4066 1.0300
C 1.2174 4.7976 -0.6844
C -1.2724 1.2542 -4.9253
C -0.3033 10.5449 1.3345
C -0.6629 8.3961 0.2375
H 3.9375 -0.1788 2.2216
H -1.5239 -3.0040 2.1322
C -0.9018 6.0597 -0.4562
H 2.8829 1.0426 -6.6929
C -0.7906 2.7012 -4.6849
C 1.8381 0.8752 -6.4055
C 1.7223 0.4749 -4.9255
C 0.5566 3.5812 -0.3426
H 2.0723 1.4814 2.7026
C 2.7346 -0.6658 -4.6849
H 3.7675 -0.3302 -4.8392
C 0.2919 -2.7958 -4.0779
H 2.9882 0.9843 0.4284
H -0.8100 1.1906 -7.0665
N -3.3827 9.3102 2.2547
H 2.5834 -1.4955 -5.3769
H 2.6648 -1.0424 -3.6595
H -2.3444 1.9755 -6.6927
H -0.5391 -3.0180 -6.6928
H 0.0037 2.9850 -5.3768
*
```

ΔE to the lowest compared entry with this formula, charge and spin   2.170 eV
Molar mass   698.145 g mol⁻¹
Largest force on an atom   13.90 eV/Å

(6)
Density functional theory data (ωB97M-V/def2-TZVPD) for an isolated molecule of C9H11NOP2.

The geometry in ORCA input format:
```
! RIJCOSX wB97M-V def2-TZVPD def2/J DEFGRID3
* xyz 0 1
H 0.1478 -1.4280 -1.8291
N -3.5244 -0.7321 -0.5372
C 0.8058 -1.3466 -1.0447
H 3.5273 -0.9376 1.7080
H -4.2299 -2.7527 -1.4767
H 4.0819 -1.9038 -0.5934
H 0.1706 1.6483 -0.5916
C -0.4331 1.8575 0.3826
H 0.3582 2.1773 1.0459
C -1.2202 0.6730 0.6453
H 2.2843 -2.1887 -2.3017
C 0.4697 -0.8894 0.2301
H -2.1763 2.9602 1.2335
C -1.3319 3.0988 0.4794
C 2.7902 -1.1531 0.8944
H 1.2902 -0.1763 2.1126
H -1.9060 3.2605 -0.5250
H -0.6567 3.9427 0.6441
C 3.0924 -1.5375 -0.4393
C 2.0556 -1.6841 -1.3578
O -0.8619 -0.5771 0.5627
P -3.0789 -2.2538 -0.6076
P -3.1588 0.5994 0.2120
C 1.5043 -0.6567 1.1534
*
```

DFT total energy   -31622.0316 eV
SMILES   [H]/P=N/P=C(/CC)Oc1ccccc1
Molar mass   211.141 g mol⁻¹
Largest force on an atom   5.01 eV/Å

(7)
Density functional theory data (ωB97M-V/def2-TZVPD) for C7H17CrO3 as an isolated structure.

The geometry in ORCA input format:
```
! RIJCOSX wB97M-V def2-TZVPD def2/J DEFGRID3
* xyz 1 5
H -1.2663 -2.8007 1.0243
Cr 0.2127 0.5296 -0.1215
C -1.1439 -1.7100 0.8948
H -0.7264 -0.2788 1.5537
H 3.7274 -0.8774 -0.1079
H 1.8901 -1.9246 1.0139
C -2.0523 2.4285 -0.3061
H 1.9808 -2.7343 -0.5800
H -3.2179 -1.8704 0.3989
H 3.2135 1.8825 -1.3496
H -2.8627 2.5873 -1.0295
C -2.7549 0.1724 0.1194
H 2.8221 -0.7056 -1.6391
H -0.3044 -1.7549 1.5951
H 4.0639 1.4331 0.1568
H -3.0184 0.4463 1.1538
H -2.3918 2.7347 0.6930
O 2.2232 0.5450 -0.0985
C 3.0829 1.6603 -0.2812
H -1.1781 3.0297 -0.5787
C -2.3496 -1.2857 0.0653
O 0.4297 -1.3901 -0.3426
C 1.7544 -1.7824 -0.0733
H -2.1895 -1.5515 -0.9932
O -1.7000 1.0460 -0.3143
H 2.6376 2.5214 0.2286
C 2.7296 -0.7173 -0.5418
H -3.6117 0.3669 -0.5403
*
```

<S²>   6.4732
DFT total energy   -42084.7600 eV
Molar mass   201.206 g mol⁻¹
Largest force on an atom   3.77 eV/Å

(8)
Density functional theory data (ωB97M-V/def2-TZVPD) for C19H25AuN7O4 as an isolated structure.

The geometry in ORCA input format:
```
! RIJCOSX wB97M-V def2-TZVPD def2/J DEFGRID3
* xyz 1 1
C -2.6474 3.7898 -1.2826
H -5.7821 5.1026 -1.2051
H 0.5473 -5.9288 -1.8541
H 1.4764 -7.3191 -1.2788
O 2.6789 -0.2629 1.0363
H -4.5925 2.9948 -1.6070
C 1.8728 -3.6751 0.9768
Au 0.0845 -0.7746 0.6680
H 1.8451 -6.1797 0.9161
H 0.7990 0.4750 -1.8223
C 0.4785 2.0513 -0.4613
H 1.3645 5.1638 -0.7279
H 0.4001 4.3568 1.8065
C -1.5918 -4.8633 -0.0859
C -0.4549 -3.9351 0.2571
H 1.4691 -2.8341 1.5394
N -0.6551 5.2956 -0.7909
H 3.6285 -2.6388 0.2831
H 0.1537 -6.4938 0.5925
C 0.5271 4.5133 -0.9727
C 0.6985 1.5574 -1.8472
C 1.0103 -5.9060 0.2732
C -4.0337 6.2316 -0.7578
H 0.6158 4.1709 -2.0021
H 3.1758 -3.9974 -0.7321
C 3.3273 -0.5533 1.9648
C 0.2180 2.1468 1.7017
N -0.5456 6.6020 -0.4109
N 0.7447 -4.4766 0.5085
O 0.7072 -0.8548 3.1706
H -2.1347 2.8543 -1.4647
O 4.2741 -0.8316 2.5733
C 1.7268 -0.7332 3.7349
H 2.4468 -4.2907 1.6702
N 0.5214 3.3512 -0.0927
N 0.2841 1.3017 0.6084
N -1.7040 7.1167 -0.3395
H -0.1282 1.8177 -2.5106
H -1.4315 -5.3166 -1.0634
C 2.7790 -3.1739 -0.1430
C -2.6417 6.1530 -0.6712
H 2.2622 -5.7568 -1.4980
H 2.2422 -2.4897 -0.8009
H 0.0537 1.7693 2.6952
O 2.4449 -0.6539 4.6400
H -4.5472 7.1613 -0.5558
N -0.6990 -2.6511 0.2721
H -1.6810 -5.6656 0.6435
C -4.7049 5.0855 -1.1114
H -1.6860 -2.4887 0.1401
H 1.6145 1.9783 -2.2624
C -1.9690 4.9675 -0.9524
C -4.0189 3.8773 -1.3564
C 0.3658 3.4209 1.2758
C 1.3425 -6.2420 -1.1781
H -2.5319 -4.3194 -0.1089
*
```

ΔE to the lowest compared entry with this formula, charge and spin   0.233 eV
Molar mass   612.421 g mol⁻¹
Largest force on an atom   4.48 eV/Å